The following is a quantum chemistry calculation of a single C23H23N5O molecule, from the OMol25 dataset.

Computed properties:
ΔE to the lowest compared entry with this formula, charge and spin, kJ/mol: 160.6
Frontier orbital gap, eV: 8.9
E_HOMO, eV: -8.237
SMILES: Cc1nonc1[C@H]1CCCN1Cc1cn[nH]c1-c1ccc(-c2ccccc2)cc1

The geometry in ORCA input format:
```
! wB97M-V def2-TZVPD RIJCOSX def2/J DEFGRID3
* xyz 0 1
C 1.20814 3.04233 1.45532
C 0.40868 2.27635 0.47484
N -0.88568 2.37137 0.34613
O -1.24532 1.56314 -0.66331
N -0.18169 0.93572 -1.18138
C 0.86258 1.33812 -0.51313
C 2.24005 0.87406 -0.81061
N 3.05301 0.73399 0.38837
C 4.41697 0.66845 -0.09999
C 4.47162 1.79630 -1.13231
H 5.18014 1.57611 -1.92821
H 4.77077 2.72833 -0.65503
C 3.02771 1.89948 -1.65277
H 2.94769 1.66598 -2.71230
H 2.62963 2.90171 -1.49551
H 5.11355 0.81417 0.72749
H 4.63662 -0.29817 -0.58104
C 2.65165 -0.31249 1.31871
C 2.52813 -1.68006 0.72411
C 1.38962 -2.30206 0.22151
N 1.81654 -3.47306 -0.31265
N 3.12606 -3.65540 -0.17913
C 3.57157 -2.57791 0.43582
H 4.61361 -2.48032 0.66911
H 1.24668 -4.18769 -0.73702
C -0.00898 -1.89986 0.18592
C -0.61743 -1.30553 1.29026
C -1.92985 -0.88541 1.22596
C -2.68033 -1.06336 0.06586
C -2.08266 -1.69216 -1.02317
C -0.76596 -2.09932 -0.96768
H -0.30645 -2.54621 -1.83778
H -2.64651 -1.82708 -1.93394
C -4.06810 -0.58711 -0.00710
C -4.40518 0.67310 0.48053
C -5.70959 1.12503 0.40808
C -6.69603 0.32423 -0.14316
C -6.36992 -0.93063 -0.62975
C -5.06478 -1.38217 -0.56682
H -4.81631 -2.36712 -0.93585
H -7.13611 -1.55951 -1.06002
H -7.71553 0.67737 -0.19583
H -5.95821 2.10770 0.78177
H -3.63372 1.30888 0.88834
H -2.38649 -0.42258 2.08869
H -0.06199 -1.18920 2.20958
H 3.39687 -0.32338 2.11983
H 1.69271 -0.00543 1.74336
H 2.15899 -0.07552 -1.36907
H 0.67682 3.10804 2.40123
H 2.17412 2.56327 1.58872
H 1.36227 4.05552 1.08501
*
```


The following is a quantum chemistry calculation of C23H23N6O7Sc as an isolated structure at a distorted geometry, from the OMol25 dataset.

Computed properties:
ΔE to the lowest compared entry with this formula, charge and spin, kJ/mol: 57.9
Frontier orbital gap, eV: 7.3
E_HOMO, eV: -7.789

The geometry in ORCA input format:
```
! wB97M-V def2-TZVPD RIJCOSX def2/J DEFGRID3
* xyz 0 1
Sc 0.21005 -0.28935 -0.13070
N -0.55901 -2.48105 -0.40156
C 0.51378 -3.48025 -0.54507
C 1.75196 -3.00455 0.20803
N 2.12158 -1.65538 -0.27158
H -1.07235 -2.63070 0.46356
H -1.25521 -2.56580 -1.13516
H 0.76247 -3.57492 -1.60310
H 0.22606 -4.46659 -0.17560
H 2.56146 -3.72595 0.07759
H 1.52441 -2.93038 1.27080
H 2.50533 -1.72429 -1.21218
H 2.86170 -1.27056 0.30772
O 0.65506 3.16702 1.74422
C 0.19707 2.38775 0.93709
O 0.86845 1.42188 0.36503
C -1.25546 2.49396 0.49793
C -1.83102 3.72159 0.30531
C -3.14626 3.81955 -0.14997
C -3.87846 2.69275 -0.45146
C -3.30484 1.44507 -0.28583
C -1.99745 1.29726 0.26343
O -1.51521 0.13682 0.58747
N -4.07252 0.28953 -0.71488
O -3.48264 -0.73377 -1.03195
O -5.28010 0.41610 -0.80538
N -3.74074 5.13243 -0.34560
O -4.90706 5.18143 -0.69493
O -3.04511 6.10850 -0.12989
H -1.26935 4.62413 0.50233
H -4.88797 2.77696 -0.82542
C -0.06443 0.18805 -2.33399
C 1.00670 -0.24682 -3.22039
C 2.08641 0.59788 -3.54663
C 3.10075 0.18831 -4.38417
C 3.09674 -1.10080 -4.92686
C 2.05097 -1.96701 -4.59784
C 1.03568 -1.54694 -3.76496
C 4.13197 -1.52784 -5.80923
N 4.96382 -1.87615 -6.52481
H -1.01216 -0.31003 -2.56210
H -0.18783 1.27281 -2.35411
H 2.11083 1.59628 -3.12562
H 3.90547 0.86409 -4.64368
H 2.04404 -2.96670 -5.01378
H 0.21752 -2.22382 -3.53855
C 0.20985 0.21780 6.49854
C 0.32421 -0.14103 5.04899
C -0.57503 -0.99581 4.42003
C -0.41577 -1.28210 3.07860
N 0.56776 -0.78901 2.32185
C 1.43817 0.02824 2.93063
C 1.35282 0.37156 4.26387
H -0.71453 -0.15768 6.93213
H 0.24760 1.30037 6.62084
H 1.04969 -0.20362 7.05361
H -1.40144 -1.43126 4.96608
H -1.12487 -1.94053 2.58844
H 2.22127 0.44759 2.31205
H 2.07517 1.05499 4.69081
*
```


The following is a quantum chemistry calculation of C23H23P2Sr as an isolated structure at a distorted geometry, from the OMol25 dataset.

Computed properties:
Frontier orbital gap (spin up / spin down), eV: 4.0 / 4.0
E_HOMO (spin up / spin down), eV: -1.437 / -1.436

The geometry in ORCA input format:
```
! wB97M-V def2-TZVPD RIJCOSX def2/J DEFGRID3
* xyz -1 1
C 0.61317 4.18207 -2.50158
C 0.96045 5.33932 -3.25580
C 0.03957 6.37830 -2.92805
C -0.88020 5.87818 -1.95577
C -0.55386 4.52236 -1.67306
Sr 0.62284 1.49272 -0.07394
P 1.74815 0.24690 -2.65167
H 1.09325 3.19963 -2.56366
H 1.79255 5.41244 -3.95403
H 0.04283 7.38189 -3.34958
H -1.09266 3.85038 -0.99002
H -1.69770 6.43942 -1.51063
H 2.36155 -1.04282 -2.50246
H 2.70469 0.74580 -3.59463
H 0.78792 -0.17234 -3.63311
C 0.29865 -6.05722 0.66660
C -0.54612 -5.52387 -0.31686
C -0.58944 -4.14703 -0.52521
C 0.19863 -3.28370 0.26663
C 1.06390 -3.82328 1.23415
C 1.10364 -5.20612 1.43144
P 0.09112 -1.50281 -0.08151
C -1.60359 -1.04433 0.43113
C -2.22886 0.05459 -0.20826
C -3.37123 0.60902 0.37132
C -3.91922 0.05025 1.53029
C -3.36721 -1.10706 2.08803
C -2.22568 -1.67732 1.51691
C 1.11110 -0.67998 1.23800
C 0.53170 0.10876 2.25405
C 1.21491 1.23677 2.72156
C 2.47852 1.55313 2.21589
C 3.11349 0.69485 1.31595
C 2.46309 -0.45068 0.86932
H 0.33288 -7.13605 0.82985
H -1.17161 -6.18518 -0.91772
H -1.23965 -3.72639 -1.29504
H 1.69029 -3.16681 1.83997
H 1.76914 -5.61973 2.19005
H -1.85423 0.42466 -1.17898
H -3.84012 1.47931 -0.09372
H -4.79662 0.50461 1.99439
H -3.82051 -1.56876 2.96781
H -1.80847 -2.60200 1.92257
H -0.46352 -0.13207 2.63082
H 0.74955 1.86680 3.48409
H 2.99819 2.44705 2.57101
H 4.12837 0.90949 0.97202
H 2.96635 -1.15312 0.20145
*
```


The following is a quantum chemistry calculation of C23H24AsN7O6RuS2 as an isolated structure at a distorted geometry, from the OMol25 dataset.

Computed properties:
Frontier orbital gap (spin up / spin down), eV: 4.7 / 4.5
E_HOMO (spin up / spin down), eV: -13.719 / -13.657

The geometry in ORCA input format:
```
! wB97M-V def2-TZVPD RIJCOSX def2/J DEFGRID3
* xyz 2 1
Ru -0.38528 -0.12760 -0.03703
N -1.41452 -3.12152 2.63466
C -1.19184 -2.83422 3.96626
C -1.45621 -3.79372 4.94434
C -1.19356 -3.51619 6.26639
C -0.66531 -2.27144 6.64263
C -0.43658 -1.30105 5.69541
C -0.69657 -1.57299 4.35026
S -0.50341 -0.32192 3.17234
N -0.53367 -1.14345 1.73599
C -1.06685 -2.36901 1.58334
C -1.23110 -2.83826 0.22901
C -1.66342 -4.11479 -0.13781
C -1.81897 -4.42026 -1.47363
C -1.51513 -3.45989 -2.43018
C -1.05025 -2.22336 -2.00953
N -0.92366 -1.92182 -0.72206
H -1.85658 -4.00852 2.42728
H -1.86136 -4.75355 4.64521
H -1.39375 -4.26581 7.01929
H -0.43820 -2.07745 7.68163
H -0.04921 -0.32872 5.97413
H -1.86653 -4.86521 0.61565
H -2.16767 -5.39904 -1.77313
H -1.62898 -3.66335 -3.48512
H -0.75905 -1.44255 -2.70168
O 0.67289 2.68079 -3.38776
As 0.42963 2.30894 -1.70400
O 1.89225 2.24263 -1.00960
O -0.32167 0.74347 -1.73981
C -1.11291 3.46304 -1.37708
C -1.42892 4.40958 -2.33806
C -2.61776 5.12371 -2.22992
C -3.48873 4.90144 -1.17343
C -3.17689 3.95952 -0.20573
C -1.99799 3.24045 -0.32318
S -1.67639 1.98944 0.86867
O -2.22298 0.68047 0.34080
O -2.19758 2.33151 2.14704
O -0.18785 1.74758 0.85804
H 1.59316 2.55756 -3.64860
H -0.75742 4.58328 -3.16599
H -2.86230 5.85535 -2.98806
H -4.41082 5.46065 -1.10191
H -3.82754 3.77861 0.64020
C 6.43170 -1.60299 -1.24676
C 5.93871 -1.29586 0.16603
C 5.25719 -2.50514 0.80400
C 5.03934 -0.04275 0.21086
N 3.65918 -0.29877 -0.19575
C 2.56018 -0.17461 0.53775
N 1.54512 -0.54829 -0.22017
N 2.05286 -0.89892 -1.42062
N 3.31402 -0.75513 -1.40463
H 7.10799 -2.45707 -1.23257
H 6.96706 -0.74995 -1.66501
H 5.60219 -1.84127 -1.91038
H 6.80741 -1.04149 0.77866
H 4.40733 -2.84251 0.20516
H 4.91676 -2.29130 1.82067
H 5.96136 -3.33413 0.85707
H 5.44159 0.73184 -0.44095
H 4.98289 0.34782 1.22516
H 2.50808 0.21046 1.54045
*
```


The following is a quantum chemistry calculation of C23H24BMnN3O4Se2 as an isolated structure, from the OMol25 dataset.

Computed properties:
Frontier orbital gap (spin up / spin down), eV: 6.6 / 6.8
<S²>: 1.222
E_HOMO (spin up / spin down), eV: -13.797 / -13.799

The geometry in ORCA input format:
```
! wB97M-V def2-TZVPD RIJCOSX def2/J DEFGRID3
* xyz 2 2
Mn 0.21066 0.85128 -1.33539
O 0.93924 -4.45801 -0.88253
C 1.53615 -4.03423 0.23324
C 1.84584 -5.00030 1.19283
C 2.49060 -4.64729 2.35361
C 2.86226 -3.31787 2.60084
C 2.53780 -2.35269 1.68774
C 1.83742 -2.67900 0.50356
C 1.41919 -1.65282 -0.40742
O 1.24313 -0.34985 0.07782
N 1.21022 -1.86037 -1.66200
N 0.78472 -0.74220 -2.32722
C 0.79263 -0.71567 -3.60428
C 0.39174 0.56374 -4.18416
C 0.33129 0.78891 -5.54498
C -0.01537 2.05450 -6.00135
C -0.27571 3.05012 -5.07581
C -0.19382 2.74905 -3.72473
N 0.11889 1.53263 -3.27236
H 0.92013 -3.74887 -1.54520
H 1.58165 -6.02707 0.98067
H 2.73672 -5.41393 3.07619
H 3.41807 -3.06203 3.49132
H 2.88634 -1.33979 1.85169
H 1.10656 -1.56519 -4.20205
H 0.56194 -0.01219 -6.23432
H -0.06853 2.25886 -7.06203
H -0.53066 4.05371 -5.38472
H -0.37187 3.51579 -2.98136
C -0.60793 2.92220 1.69438
Se -0.52621 2.99307 -0.24573
C -2.43482 2.72620 -0.60437
C -2.95707 1.37054 -0.17187
Se -2.05339 -0.12748 -1.04329
C -2.89640 0.00674 -2.78999
H 0.39273 3.13006 2.06101
H -0.94804 1.95515 2.05110
H -1.28432 3.71141 2.01342
H -2.56385 2.88985 -1.67418
H -2.95971 3.52658 -0.08203
H -4.01728 1.26969 -0.40520
H -2.84002 1.20461 0.89769
H -3.94856 -0.23741 -2.67234
H -2.42732 -0.73514 -3.43184
H -2.77121 1.00293 -3.20566
O -0.20164 -0.70358 2.01353
B 0.90908 -0.15314 1.44345
O 1.61272 0.69102 2.24848
C 0.94217 0.60030 3.47256
C 1.24538 1.22091 4.65966
C 0.38769 0.94983 5.72422
C -0.70796 0.10233 5.58393
C -1.00338 -0.51761 4.37121
C -0.14783 -0.24096 3.33332
H 2.10384 1.87013 4.76209
H 0.58403 1.40444 6.68513
H -1.34273 -0.08602 6.43842
H -1.84520 -1.18584 4.25531
*
```


The following is a quantum chemistry calculation of C23H24BN7O3PdS4 as an isolated structure, from the OMol25 dataset.

Computed properties:
ΔE to the lowest compared entry with this formula, charge and spin, kJ/mol: 0.0
Frontier orbital gap (spin up / spin down), eV: 7.3 / 5.3
<S²>: 6.068
E_HOMO (spin up / spin down), eV: -7.412 / -7.482

The geometry in ORCA input format:
```
! wB97M-V def2-TZVPD RIJCOSX def2/J DEFGRID3
* xyz 0 5
Pd 0.77841 -1.18095 -1.27202
N -2.36498 -1.91347 -4.24612
C -1.33392 -1.93201 -3.39454
S -0.16830 -0.68571 -3.46469
N -1.34136 -3.01851 -2.57967
N -0.29056 -3.04419 -1.79252
C -0.23644 -4.09268 -0.97416
C 0.90861 -4.46709 -0.27390
C 0.79615 -5.55699 0.64489
C 1.86856 -6.02734 1.32259
C 3.16198 -5.43891 1.11435
C 3.33803 -4.41216 0.25608
C 2.22885 -3.85513 -0.49216
O 2.42004 -2.91210 -1.28671
H -2.53533 -1.09459 -4.80117
H -3.06806 -2.62890 -4.16933
H -1.12789 -4.71008 -0.89689
H -0.18125 -6.00366 0.79444
H 1.75642 -6.84871 2.01790
H 4.01206 -5.83070 1.66012
H 4.30688 -3.95630 0.09703
C -0.71385 -2.13312 2.85293
N -0.26072 -0.75059 2.92246
C -0.87368 0.27402 3.61763
C -0.16552 1.39139 3.35629
N 0.87462 1.05573 2.50869
B 1.97680 2.05301 2.00673
N 1.69058 2.50071 0.52424
C 1.14005 3.72014 0.17540
C 1.16079 3.82554 -1.16573
N 1.71087 2.64999 -1.64327
C 1.97240 2.36060 -3.04740
C 2.04585 1.86850 -0.59816
S 2.85318 0.33535 -0.74242
C 0.79545 -0.25258 2.25535
S 1.84441 -1.23071 1.29122
H -1.63522 -2.21666 3.42306
H 0.03820 -2.80045 3.27039
H -0.90501 -2.39579 1.81370
H -1.74164 0.10882 4.23189
H -0.30366 2.40190 3.69843
H 3.05215 1.50922 2.05227
H 1.88666 3.04922 2.69132
H 0.76506 4.40045 0.91959
H 0.81606 4.60510 -1.82308
H 1.25789 2.91397 -3.65111
H 1.85145 1.29720 -3.22862
H 2.98632 2.65299 -3.31571
O -3.91129 5.75621 0.46826
C -2.87549 5.31052 -0.28557
O -2.25384 6.10019 -0.94195
C -2.57573 3.84848 -0.24417
C -1.64363 3.36280 -1.15208
C -1.29438 2.02589 -1.17334
C -1.85906 1.11408 -0.27350
S -1.44597 -0.59300 -0.25760
C -2.79734 1.60911 0.64402
C -3.15214 2.94785 0.64963
H -4.35498 5.00949 0.88788
H -1.19828 4.06540 -1.84627
H -0.57593 1.66138 -1.89467
H -3.24020 0.92700 1.36072
H -3.86912 3.27081 1.39902
*
```


| no. | DFT total energy (eV) |
| --- | --- |
| 1 | -33720.6105 |
| 2 | -68197.0062 |
| 3 | -43634.3826 |
| 4 | -132031.5214 |
| 5 | -199578.5972 |
| 6 | -88311.4992 |